1.
The following is a quantum chemistry calculation of a molecular structure, C31H52F13N2O25S2 in a non-equilibrium geometry, from OMol25.

Geometry as XYZ:
```
125
Properties=species:S:1:pos:R:3:forces:R:3
N -5.153 1.580 -4.133 0.409 -0.711 0.588
C -5.682 0.172 -4.129 -0.288 0.005 -1.170
C -4.742 -0.832 -4.978 -1.138 -0.231 0.958
S -3.115 -1.030 -4.058 1.870 1.706 1.159
O -2.034 -0.288 -4.816 -2.532 -1.627 1.206
O -3.356 -0.377 -2.698 0.349 -1.924 -2.699
N -2.869 -2.717 -3.963 1.687 2.069 0.458
S -1.238 -3.102 -3.679 0.969 -2.538 -3.034
O -1.140 -4.615 -3.584 -0.896 3.426 0.890
O -0.273 -2.664 -4.745 -1.923 0.157 2.502
C -0.722 -2.371 -2.041 -0.067 -0.520 1.595
C 0.861 -2.383 -1.847 -0.101 0.007 -1.199
C 1.534 -0.929 -2.020 1.177 -2.671 -1.170
F 2.951 -1.202 -2.048 -2.309 0.781 -0.032
F 1.230 -0.401 -3.282 0.354 -0.222 2.618
C 1.301 0.052 -0.785 0.191 -1.478 1.219
F 2.550 0.338 -0.188 -2.634 0.200 -1.155
F 0.597 -0.709 0.200 1.263 1.579 -1.883
C 0.398 1.337 -1.061 -2.389 0.052 1.776
F -0.720 1.069 -1.885 3.209 0.523 1.394
F -0.213 1.619 0.211 1.747 0.170 -2.376
C 1.162 2.679 -1.430 -0.669 1.655 1.548
F 0.163 3.683 -1.565 2.204 -2.101 -0.324
F 1.921 3.106 -0.305 -1.460 -1.425 -2.218
C 2.146 2.670 -2.667 2.471 1.200 -0.888
F 3.115 1.653 -2.673 -2.346 1.678 0.667
F 2.910 3.881 -2.566 -1.723 -2.398 -0.108
C 1.491 2.710 -4.124 -0.465 0.554 -3.512
F 1.789 3.961 -4.727 -0.694 -2.504 1.450
F 2.079 1.761 -4.986 -1.476 2.007 2.381
F 0.116 2.582 -4.173 2.952 -0.038 0.545
H -4.730 1.764 -3.207 -0.166 -0.256 -0.879
H -4.377 1.656 -4.815 -0.640 -0.148 0.680
H -5.887 -0.224 -3.085 0.642 0.566 -1.292
H -6.709 0.224 -4.650 1.467 -0.389 0.551
H -5.270 -1.840 -5.003 0.934 1.144 -0.121
H -4.551 -0.443 -6.028 -0.015 -0.539 1.435
H -1.150 -3.091 -1.252 0.418 1.024 -1.343
H -1.219 -1.369 -1.843 0.554 -1.165 -0.645
H 1.181 -2.894 -0.881 -0.483 1.129 -1.153
H 1.287 -3.040 -2.691 -0.421 1.270 1.095
C -5.829 -3.044 1.292 -0.241 -0.185 0.038
O -4.916 -2.176 0.629 0.199 0.181 0.280
C -4.059 -1.545 1.446 0.223 0.107 -0.431
O -4.011 -1.659 2.652 -0.132 -0.013 -0.333
O -3.268 -0.769 0.698 -0.422 -0.375 0.344
C -2.297 -0.031 1.440 0.281 0.260 0.042
H -6.468 -3.496 0.534 0.218 0.178 -0.107
H -5.294 -3.841 1.812 -0.075 0.159 0.046
H -6.459 -2.485 1.988 0.157 -0.076 0.069
H -1.620 -0.707 1.966 -0.168 0.053 0.083
H -2.785 0.651 2.141 0.022 -0.182 0.073
H -1.716 0.558 0.734 -0.572 -0.428 0.068
C -1.075 -8.360 1.431 0.174 -0.207 -0.346
O -1.666 -7.855 2.628 -0.118 0.238 0.136
C -2.036 -6.566 2.555 -0.022 0.022 0.050
O -1.908 -5.848 1.597 -0.028 -0.227 0.304
O -2.572 -6.219 3.735 0.150 -0.278 -0.203
C -3.012 -4.862 3.795 -0.130 0.436 0.108
H -0.817 -9.405 1.604 -0.128 0.134 0.242
H -1.783 -8.311 0.601 0.140 0.165 0.044
H -0.161 -7.813 1.192 -0.192 0.060 -0.074
H -3.794 -4.678 3.059 0.243 0.039 -0.010
H -2.174 -4.179 3.648 -0.149 -0.053 -0.168
H -3.426 -4.689 4.789 0.096 -0.272 -0.053
C -6.225 1.230 3.263 -0.082 -0.598 -0.058
O -6.002 2.596 3.620 -0.019 0.151 -0.773
C -5.941 3.436 2.573 0.020 -0.065 -0.118
O -6.057 3.133 1.415 0.018 0.134 0.409
O -5.729 4.675 3.048 -0.053 -0.303 0.105
C -5.642 5.680 2.038 0.054 0.374 -0.271
H -6.255 0.645 4.183 0.096 0.309 0.054
H -7.183 1.118 2.752 0.172 0.080 -0.104
H -5.409 0.855 2.644 -0.157 0.093 -0.037
H -6.576 5.744 1.477 0.152 -0.134 -0.047
H -4.803 5.482 1.369 -0.191 -0.082 -0.024
H -5.471 6.635 2.535 -0.021 -0.239 0.192
C 8.309 -4.346 1.070 0.244 -0.267 0.099
O 7.273 -3.373 0.966 -0.044 0.114 -0.236
C 7.107 -2.877 -0.271 -0.325 0.256 -0.008
O 7.746 -3.186 -1.249 -0.158 0.113 0.398
O 6.110 -1.981 -0.227 0.511 -0.461 0.171
C 5.818 -1.366 -1.482 -0.137 0.338 -0.469
H 8.353 -4.676 2.108 -0.210 0.205 -0.055
H 8.090 -5.212 0.441 0.102 0.158 -0.063
H 9.275 -3.911 0.804 -0.116 -0.085 -0.133
H 5.500 -2.113 -2.211 0.158 0.083 0.037
H 6.684 -0.812 -1.849 -0.004 -0.196 -0.014
H 5.000 -0.665 -1.330 0.144 -0.192 0.260
C 8.573 -1.469 -4.474 0.337 -0.148 0.339
O 7.341 -1.047 -5.056 -0.065 0.144 -0.359
C 7.430 -0.700 -6.348 -0.221 -0.012 0.148
O 8.432 -0.719 -7.020 -0.244 0.014 0.160
O 6.210 -0.327 -6.762 0.318 -0.102 0.190
C 6.152 0.072 -8.130 -0.130 0.131 -0.384
H 8.381 -1.724 -3.432 -0.253 0.024 -0.162
H 8.954 -2.358 -4.982 0.029 0.183 -0.053
H 9.309 -0.663 -4.502 -0.029 -0.113 -0.180
H 6.436 -0.755 -8.784 0.126 0.125 0.081
H 6.790 0.940 -8.305 0.068 -0.185 -0.008
H 5.122 0.350 -8.351 0.048 -0.100 0.293
C 6.274 6.714 3.572 0.247 0.127 0.246
O 5.134 6.261 2.847 -0.002 -0.083 -0.227
C 5.412 5.804 1.615 -0.291 -0.101 -0.105
O 6.506 5.755 1.109 -0.250 0.057 0.203
O 4.263 5.413 1.048 0.386 0.206 0.357
C 4.407 4.900 -0.277 -0.032 -0.096 -0.412
H 5.932 7.059 4.548 -0.217 -0.103 -0.176
H 6.985 5.899 3.723 0.005 0.121 -0.158
H 6.751 7.551 3.058 0.052 -0.188 -0.035
H 5.043 4.012 -0.280 0.064 0.172 -0.009
H 4.809 5.665 -0.945 0.140 -0.112 0.125
H 3.422 4.618 -0.632 0.161 0.253 0.419
C -4.585 0.975 10.143 0.134 -0.103 0.331
O -5.162 1.071 8.843 -0.014 0.196 -0.130
C -5.043 2.284 8.278 -0.134 -0.046 -0.316
O -4.509 3.245 8.771 -0.131 -0.303 -0.039
O -5.622 2.237 7.070 0.180 -0.149 0.521
C -5.571 3.468 6.344 -0.238 0.565 -0.286
H -4.741 -0.044 10.501 -0.107 0.052 -0.272
H -3.511 1.168 10.104 -0.136 0.141 0.029
H -5.076 1.663 10.835 0.158 0.054 -0.106
H -4.536 3.760 6.153 -0.095 0.025 0.155
H -6.101 4.255 6.885 0.245 -0.055 0.141
H -6.067 3.312 5.387 0.176 -0.132 0.643
```
Positions in Å, forces in eV/Å.

Kohn-Sham gap (Ha): 0.2907
Total charge: -1
E_LUMO (eV): 1.925
Spin multiplicity: 1
E_HOMO (eV): -5.99

2.
The following is a quantum chemistry calculation of a molecular structure, C31H52N8OS2V in a non-equilibrium geometry, from OMol25.

Geometry as XYZ:
```
95
Properties=species:S:1:pos:R:3:forces:R:3
V -0.884 -0.114 -0.725 2.439 -0.752 0.374
C -1.841 0.103 -4.489 0.156 0.039 -0.150
C -1.085 -1.227 -4.470 -0.217 0.165 0.207
C -0.612 -1.670 -3.069 0.415 -0.283 -0.860
N -1.517 -1.245 -2.036 -0.393 -0.915 -1.003
C -2.759 -1.725 -1.995 -1.348 -0.555 0.063
C -3.185 -2.900 -2.624 0.445 0.408 0.259
C -4.436 -3.500 -2.634 -0.530 0.181 0.104
C -5.651 -2.976 -2.227 0.166 -0.248 -0.140
C -5.879 -1.745 -1.619 0.234 -0.029 0.061
C -4.965 -0.863 -1.084 -0.064 0.035 -0.066
C -3.556 -0.920 -1.072 -0.142 -0.441 -0.483
N -2.775 -0.147 -0.326 -1.167 -0.387 0.219
C -3.379 0.594 0.765 -0.247 0.354 0.592
C -2.574 0.529 2.074 -0.069 0.043 -0.180
C -1.069 0.812 1.869 -0.505 -0.237 0.823
N -0.891 1.254 0.521 0.476 1.052 1.156
C -1.165 2.498 0.158 -0.007 1.355 -0.339
C -1.351 3.562 1.062 0.074 -0.613 -0.120
C -1.730 4.868 0.840 -0.103 0.234 -0.366
C -2.031 5.505 -0.358 -0.003 -0.033 0.133
C -1.902 4.989 -1.635 0.156 -0.048 0.090
C -1.441 3.748 -2.040 -0.020 -0.164 0.005
C -1.123 2.603 -1.296 -0.164 0.565 0.310
N -0.733 1.447 -1.850 0.111 0.379 -0.201
C -0.097 1.491 -3.152 0.056 -0.010 -0.746
C -0.973 1.354 -4.409 -0.148 -0.097 0.351
H -2.586 0.133 -3.687 -0.027 -0.008 -0.173
H -2.383 0.154 -5.434 -0.107 0.019 0.057
H -0.225 -1.165 -5.139 0.028 -0.126 -0.035
H -1.760 -1.983 -4.873 0.098 -0.098 -0.049
H 0.364 -1.241 -2.840 -0.023 -0.168 -0.054
H -0.483 -2.761 -3.053 0.084 0.185 0.114
H -2.411 -3.475 -3.115 0.089 0.064 -0.047
H -4.471 -4.491 -3.073 -0.010 0.038 -0.067
H -6.525 -3.580 -2.426 -0.054 -0.030 -0.031
H -6.916 -1.463 -1.491 -0.042 -0.014 0.012
H -5.405 0.005 -0.613 0.046 0.005 0.030
H -4.363 0.189 1.017 0.087 0.109 -0.167
H -3.518 1.637 0.448 -0.072 -0.171 0.161
H -2.709 -0.454 2.529 -0.042 0.018 0.081
H -3.014 1.265 2.750 -0.008 -0.109 0.049
H -0.471 -0.092 2.001 -0.093 0.224 0.142
H -0.702 1.533 2.607 0.093 -0.244 -0.212
H -1.182 3.318 2.102 -0.040 -0.055 -0.015
H -1.826 5.472 1.730 -0.018 0.078 0.094
H -2.384 6.523 -0.292 -0.015 0.092 0.059
H -2.170 5.657 -2.443 -0.004 0.048 -0.017
H -1.406 3.626 -3.112 0.066 -0.055 -0.042
H 0.634 0.679 -3.166 0.115 0.175 -0.021
H 0.450 2.441 -3.237 0.077 -0.217 0.044
H -0.301 1.389 -5.271 0.003 0.044 0.017
H -1.646 2.208 -4.487 0.058 0.121 -0.101
N -0.931 -2.089 0.570 -0.169 0.199 -0.066
C 0.178 -2.582 1.401 0.561 -0.265 0.172
C 0.813 -3.819 0.755 -0.026 -0.040 0.331
N 0.899 -3.590 -0.684 0.215 -0.039 -0.175
H -1.809 -2.158 1.081 0.127 0.093 -0.162
H -0.990 -2.733 -0.222 -0.089 0.100 0.084
H -0.168 -2.833 2.409 0.083 0.117 -0.108
H 0.939 -1.798 1.485 -0.104 -0.058 0.119
H 0.187 -4.703 0.912 0.037 0.092 0.057
H 1.787 -4.012 1.229 -0.204 0.051 -0.005
H 1.405 -4.348 -1.129 -0.089 0.082 -0.060
H 1.399 -2.723 -0.854 0.035 -0.144 -0.122
C 3.475 -0.781 -2.007 -0.429 0.149 0.572
S 2.634 -0.199 -0.471 1.766 0.485 -1.286
C 2.902 1.566 -0.806 -0.232 -0.354 0.213
O 1.179 -0.416 -0.775 -1.514 -0.491 -0.127
H 4.515 -0.486 -1.945 0.244 0.082 0.079
H 3.013 -0.335 -2.881 -0.134 0.131 -0.064
H 3.417 -1.862 -2.065 -0.065 -0.145 0.125
H 3.948 1.793 -0.636 0.163 -0.008 0.117
H 2.279 2.122 -0.110 0.043 -0.026 0.103
H 2.635 1.793 -1.834 -0.080 -0.115 -0.118
C 3.704 -1.194 6.526 -0.032 0.233 0.038
C 3.184 0.220 6.276 0.255 -0.290 0.128
N 2.571 0.354 4.968 0.013 0.010 0.222
C 3.171 0.623 3.801 -0.181 0.031 0.102
S 2.207 0.678 2.425 -0.511 0.130 -0.321
N 4.480 0.876 3.762 0.030 -0.064 0.647
C 5.236 1.143 2.559 0.211 -0.097 -0.450
C 5.798 -0.135 1.939 -0.116 0.247 0.114
H 4.127 -1.263 7.523 0.078 -0.051 0.125
H 4.474 -1.464 5.807 0.076 -0.060 -0.081
H 2.893 -1.913 6.450 -0.051 -0.084 -0.017
H 3.989 0.952 6.381 -0.120 0.047 0.059
H 2.421 0.465 7.017 0.121 0.105 -0.070
H 1.597 0.106 4.902 0.126 0.128 -0.187
H 5.014 0.776 4.611 -0.054 0.010 0.017
H 6.049 1.824 2.820 -0.090 0.001 -0.016
H 4.574 1.644 1.850 0.113 0.035 0.188
H 6.474 -0.633 2.629 0.087 -0.092 0.045
H 6.354 0.106 1.039 0.135 0.010 -0.149
H 4.994 -0.822 1.684 -0.118 -0.066 -0.002
```
Positions in Å, forces in eV/Å.

Kohn-Sham gap (alpha / beta) (Ha): 0.2322 / 0.2578
Total charge: +2
E_LUMO (alpha / beta) (eV): -6.159 / -5.588
ΔE to the lowest compared entry with this formula, charge and spin (kcal/mol): 36.2
Spin multiplicity: 2
E_HOMO (alpha / beta) (eV): -12.48 / -12.60
<S²>: 0.796

3.
The following is a quantum chemistry calculation of a molecular structure, C31H53BrNO3P3Ti in a non-equilibrium geometry, from OMol25.

Geometry as XYZ:
```
93
Properties=species:S:1:pos:R:3:forces:R:3
C 3.351 1.255 -3.045 0.518 0.192 0.014
C 2.574 2.304 -2.522 0.551 -0.064 -0.026
C 3.044 3.611 -2.692 0.177 -0.351 -0.043
C 4.296 3.797 -3.296 -0.427 -0.152 0.051
N 5.051 2.789 -3.725 0.279 0.230 -0.042
C 4.600 1.545 -3.609 -0.805 -0.072 0.094
C 1.418 1.973 -1.655 1.000 -3.072 0.197
C 1.352 0.865 -0.893 4.114 1.153 -3.573
C 1.900 -0.415 -0.597 -0.140 0.088 0.242
C 1.564 -1.485 -1.442 -0.295 -0.395 0.323
C 1.427 -2.741 -0.884 -0.050 0.160 -0.236
C 1.725 -2.906 0.478 1.507 0.885 0.171
C 2.445 -1.919 1.177 0.066 0.293 -0.205
C 2.572 -0.662 0.612 -0.257 -0.105 0.004
Ti -0.141 1.986 -0.399 -3.906 0.452 2.192
P -1.801 0.240 -1.497 0.177 -0.138 0.077
H 2.480 4.459 -2.322 0.050 -0.019 -0.033
H 3.050 0.212 -2.963 -0.017 0.305 0.026
H 4.700 4.805 -3.427 -0.114 -0.344 0.040
H 5.246 0.732 -3.965 -0.228 0.409 0.087
H 3.107 0.141 1.113 -0.384 -0.066 0.118
H 1.314 -1.300 -2.485 -0.188 -0.020 0.287
H 2.807 -2.076 2.195 -0.117 -0.102 -0.362
H 1.006 -3.539 -1.501 0.159 0.185 0.325
C -3.408 0.032 -0.607 0.052 0.136 0.327
C -4.676 0.549 -1.278 -0.345 -0.067 -0.006
H -3.290 0.496 0.385 -0.094 -0.157 -0.329
H -3.502 -1.050 -0.415 0.144 0.295 -0.080
H -5.541 0.270 -0.659 0.190 0.137 -0.168
H -4.682 1.642 -1.367 0.011 -0.202 -0.026
H -4.838 0.108 -2.269 0.072 0.233 0.239
C -1.883 1.732 -2.577 -0.565 -0.157 -0.531
C -1.312 1.520 -3.987 0.077 0.338 -0.076
H -1.297 2.561 -2.088 -0.576 -0.165 -0.643
H -2.934 2.056 -2.615 0.369 0.252 -0.083
H -1.401 2.460 -4.548 0.051 -0.285 0.054
H -0.245 1.263 -3.953 -0.248 -0.014 0.007
H -1.850 0.740 -4.542 0.121 0.228 0.211
C -1.764 -1.266 -2.539 0.181 -0.092 -0.384
C -3.061 -1.628 -3.273 -0.049 -0.174 -0.221
H -1.479 -2.091 -1.865 -0.012 0.278 -0.140
H -0.941 -1.153 -3.261 -0.171 -0.036 0.204
H -2.879 -2.481 -3.938 -0.030 0.161 0.150
H -3.856 -1.929 -2.581 0.167 0.119 -0.123
H -3.437 -0.810 -3.900 0.101 -0.149 0.186
Br -0.771 -4.389 0.695 -1.001 -0.800 0.012
P -0.725 3.991 1.221 -0.836 2.037 2.493
C -2.296 3.398 0.390 0.677 -1.016 -1.156
C -3.532 3.592 1.289 0.234 0.048 0.234
H -2.213 2.306 0.114 -0.718 0.703 0.095
H -2.422 3.989 -0.531 0.050 -0.194 0.264
H -4.447 3.378 0.721 0.307 0.022 0.041
H -3.522 2.930 2.164 0.076 0.149 -0.203
H -3.590 4.627 1.647 0.051 -0.218 -0.106
C -0.644 3.131 2.856 -0.110 -0.248 0.019
C -0.795 4.074 4.046 -0.035 0.042 0.261
H 0.327 2.619 2.918 -0.302 -0.006 -0.083
H -1.416 2.352 2.886 0.265 0.266 -0.048
H -0.993 3.483 4.948 0.064 0.157 -0.085
H 0.124 4.642 4.221 -0.202 0.021 -0.058
H -1.622 4.781 3.920 0.154 -0.122 0.004
C 1.052 3.968 0.675 0.069 -0.136 -0.835
C 1.682 5.346 0.967 -0.010 0.024 -0.136
H 1.097 3.797 -0.427 0.423 0.178 0.384
H 1.626 3.188 1.202 -0.289 0.086 -0.232
H 2.761 5.301 0.779 -0.185 -0.029 0.027
H 1.248 6.116 0.318 0.042 -0.168 0.234
H 1.527 5.639 2.013 -0.003 -0.099 -0.275
C 2.925 -7.323 -0.263 -0.046 -0.141 0.064
C 2.737 -5.835 -0.250 -0.169 -0.127 0.409
O 2.038 -5.574 1.079 -0.177 0.465 0.009
P 1.239 -4.278 1.394 0.015 -0.467 -0.010
O 1.226 -3.917 2.899 0.290 -0.504 -0.261
C 1.070 -4.849 4.079 0.251 0.059 -0.301
C -0.345 -5.336 4.170 -0.181 0.040 -0.092
O -0.453 0.918 1.038 0.112 -0.432 1.071
C -0.556 -0.173 1.944 0.626 0.888 -0.515
C -1.952 -0.306 2.526 0.053 -0.508 0.075
H 3.523 -7.631 0.599 -0.079 -0.006 -0.197
H 3.438 -7.622 -1.177 0.019 0.005 0.009
H 1.953 -7.827 -0.225 0.224 0.059 -0.034
H 3.679 -5.274 -0.225 -0.336 -0.070 0.069
H 2.095 -5.481 -1.067 0.107 -0.066 0.347
H 1.801 -5.651 3.930 -0.165 0.216 0.115
H 1.352 -4.218 4.924 0.034 -0.131 -0.242
H -0.625 -5.938 3.300 0.030 0.023 0.210
H -0.432 -5.958 5.062 -0.026 -0.011 -0.036
H -1.044 -4.498 4.266 0.109 -0.153 -0.008
H -0.264 -1.091 1.415 -0.096 0.013 0.011
H 0.195 -0.008 2.730 -0.187 -0.066 -0.026
H -2.502 0.640 2.526 0.148 -0.188 0.046
H -1.852 -0.663 3.554 -0.256 0.049 -0.013
H -2.513 -1.056 1.961 -0.137 0.226 0.147
```
Positions in Å, forces in eV/Å.

Kohn-Sham gap (alpha / beta) (Ha): 0.2355 / 0.1900
Total charge: +2
E_LUMO (alpha / beta) (eV): -5.528 / -7.661
ΔE to the lowest compared entry with this formula, charge and spin (kcal/mol): 0.0
Spin multiplicity: 3
E_HOMO (alpha / beta) (eV): -11.94 / -12.83
<S²>: 2.018